Record 1
This record from OMol25 describes 2 unconnected molecules or ions with the total composition C2H4N2S at a distorted geometry. The level of theory is wB97M-V/def2-TZVPD.

For the maximum force, the calculation gives 2.3 eV/A. The SMILES is C=NC#N.S. The calculation puts the energy relative to the best compared isomer or geometry (same formula, charge and spin) at 42.74 kcal/mol. Its frontier orbital gap is 9.35 eV. Its molar mass is 88.14 g/mol.

Geometry as XYZ:
```
9
C2H4N2S (wB97M-V/def2-TZVPD)
C -0.582 2.781 -1.011
N -1.049 1.797 -1.680
C -1.185 1.681 -2.985
N -1.531 1.577 -4.097
H -0.891 2.818 0.020
H -0.148 3.607 -1.514
S -0.125 -2.239 0.862
H 0.848 -2.982 1.295
H -0.723 -3.038 1.854
```

Mulliken atomic charge list, values in e, 4 entries: -0.203, -0.380, 0.442, -0.387


Record 2
This record from OMol25 describes a molecular structure, C6H9NO at a distorted geometry. The level of theory is wB97M-V/def2-TZVPD.

For the maximum force, the calculation gives 7.1 eV/A. The calculation puts the energy relative to the best compared isomer or geometry (same formula, charge and spin) at 147.84 kcal/mol. Its frontier orbital gap is 9.11 eV. Its molar mass is 111.14 g/mol.

Geometry as XYZ:
```
17
C6H9NO (wB97M-V/def2-TZVPD)
C 0.947 0.244 -1.589
C -0.002 -0.156 -0.564
C 0.675 -0.434 0.851
C -0.635 0.987 0.127
C -1.635 0.014 1.054
C -0.670 -0.846 1.577
H 0.810 0.498 -2.809
H 1.684 -0.699 -1.759
H 1.720 0.984 -1.225
H -0.149 -1.420 -2.079
H 1.608 -1.056 1.162
H 0.269 1.503 2.004
H -0.902 1.859 -0.437
H -2.750 0.185 1.159
H -0.686 -1.507 2.499
N 0.578 1.091 1.038
O -0.862 -1.246 -1.010
```

Mulliken atomic charge list, values in e, 4 entries: -1.827, 1.362, -0.186, -0.362


Record 3
This record from OMol25 describes a gas-phase ion, C6H16NO5 (charge +1) at a distorted geometry. The level of theory is wB97M-V/def2-TZVPD.

For the maximum force, the calculation gives 7.3 eV/A. As for the total charge: +1. The SMILES is CCC[C@H](O)C(O)(O)C([NH3+])(O)O. Its frontier orbital gap is 9.88 eV. Its molar mass is 182.20 g/mol.

Geometry as XYZ:
```
28
C6H16NO5 (wB97M-V/def2-TZVPD)
C 3.657 0.242 0.647
C 2.439 -0.676 0.433
C 1.269 0.104 -0.208
C -0.018 -0.587 -0.121
O -0.223 -1.657 -0.832
C -1.119 0.593 -0.216
O -0.881 1.706 0.549
O -1.487 0.956 -1.500
C -2.742 -0.188 0.358
N -3.847 0.131 -0.694
O -3.093 0.303 1.560
O -2.692 -1.545 0.329
H 3.889 0.973 -0.042
H 4.494 -0.382 0.803
H 3.453 0.694 1.580
H 2.133 -1.023 1.373
H 2.663 -1.539 -0.199
H 1.155 1.036 0.288
H 1.501 0.243 -1.215
H -0.074 -0.831 1.027
H 0.286 -2.406 -0.589
H -0.866 1.502 1.526
H -1.440 1.983 -1.571
H -4.186 1.063 -0.677
H -3.586 0.094 -1.759
H -4.642 -0.491 -0.556
H -3.381 -0.332 2.153
H -2.083 -1.734 -0.322
```

Mulliken atomic charge list, values in e, 4 entries: -1.458, -0.639, -0.811, 0.273


Record 4
This record from OMol25 describes a molecular structure, C11H24BrCaClCsF3N2NaO13S3 at a distorted geometry. The level of theory is wB97M-V/def2-TZVPD.

For the maximum force, the calculation gives 11.7 eV/A. As for the total charge: -1. Its frontier orbital gap is 1.79 eV. Its molar mass is 856.84 g/mol.

Geometry as XYZ:
```
61
C11H24BrCaClCsF3N2NaO13S3 (wB97M-V/def2-TZVPD)
C -0.763 0.335 -2.373
O -2.188 0.772 -2.378
C -2.976 -0.062 -1.412
C -2.693 0.580 0.069
C -3.413 -0.201 1.318
C -3.274 -1.835 1.290
O -2.566 -2.243 2.512
S -1.072 -2.995 2.187
O -0.338 -2.388 0.969
O -0.084 -2.563 3.552
N 0.891 -1.717 3.178
C 0.489 -0.387 3.352
C -0.362 0.145 4.648
C 0.892 0.632 2.110
H -0.206 0.618 -1.356
H -0.644 -0.841 -2.466
H -0.122 0.876 -3.222
H -2.601 -1.161 -1.560
H -4.104 0.053 -1.747
H -1.564 0.720 0.345
H -3.160 1.678 0.049
H -2.859 0.171 2.307
H -4.552 0.116 1.480
H -4.385 -2.260 1.395
H -2.855 -2.284 0.295
H -1.405 0.564 4.247
H 0.188 1.039 5.171
H -0.584 -0.760 5.376
H 1.770 1.364 2.358
H -0.071 1.267 1.869
H 1.124 -0.042 1.156
O 0.473 -0.452 -4.931
H 1.346 -0.920 -4.891
H -0.281 -1.095 -4.960
H 0.436 0.183 -5.691
Br -3.330 1.192 3.719
O 3.790 -1.042 1.959
H 2.959 -1.314 1.616
Cs -0.323 2.654 1.096
C 3.148 -4.227 -5.367
C 2.911 -2.789 -5.800
N 2.715 -1.597 -6.159
H 3.266 -4.275 -4.281
H 2.299 -4.850 -5.661
H 4.055 -4.615 -5.841
O 8.057 -2.261 -5.088
S 6.878 -1.785 -5.835
O 7.320 -1.057 -7.038
O 6.085 -0.884 -4.979
O 6.051 -2.938 -6.234
Ca -1.021 0.825 -6.315
C -1.643 7.265 6.408
F -2.633 7.586 7.302
F -1.556 8.332 5.550
F -0.475 7.272 7.129
S -1.949 5.645 5.530
O -3.224 5.817 4.820
O -2.012 4.629 6.589
O -0.805 5.465 4.625
Na -3.410 -4.639 1.985
Cl 4.360 -5.317 -3.975
```

Mulliken atomic charge list, values in e, 4 entries: -0.160, -0.320, -0.495, 1.094


Record 5
This record from OMol25 describes a molecular structure, C20H32N2O6Rb. The level of theory is wB97M-V/def2-TZVPD.

For the maximum force, the calculation gives 0.4 eV/A. As for the total charge: -1. The calculation puts the energy relative to the best compared isomer or geometry (same formula, charge and spin) at 3.12 kcal/mol. Its frontier orbital gap is 6.76 eV. Its molar mass is 481.95 g/mol.

Geometry as XYZ:
```
61
C20H32N2O6Rb (wB97M-V/def2-TZVPD)
Rb 0.716 0.161 -1.119
O -1.074 3.422 1.742
C -1.127 4.283 0.626
C -2.402 4.107 -0.200
N -2.481 2.926 -1.026
C -2.047 2.980 -2.398
C -0.699 2.283 -2.701
O 0.324 2.685 -2.096
O -0.729 1.289 -3.475
C -3.080 1.716 -0.530
C -2.070 0.624 -0.118
O -1.184 0.937 0.725
O -2.099 -0.486 -0.696
H -1.087 2.499 1.390
H -0.275 4.131 -0.047
H -1.095 5.309 1.008
H -2.502 4.990 -0.844
H -3.250 4.112 0.496
H -1.952 4.030 -2.686
H -2.803 2.512 -3.043
H -3.737 1.281 -1.293
H -3.682 1.960 0.351
C 0.338 -3.759 0.209
C 0.854 -2.591 1.020
C 0.016 -1.905 1.901
C -1.458 -2.230 1.966
C 0.530 -0.861 2.678
C -0.359 -0.146 3.665
C 1.859 -0.458 2.521
C 2.354 0.761 3.272
C 2.698 -1.145 1.633
C 4.165 -0.779 1.532
C 2.182 -2.183 0.851
C 3.029 -2.858 -0.206
H 1.112 -4.518 0.091
H 0.039 -3.448 -0.796
H -0.512 -4.233 0.694
H -1.678 -2.951 2.761
H -1.813 -2.626 1.019
H -2.034 -1.326 2.150
H -0.883 0.677 3.171
H 0.213 0.262 4.497
H -1.106 -0.817 4.084
H 2.611 0.535 4.311
H 1.580 1.527 3.284
H 3.232 1.197 2.800
H 4.355 -0.027 0.760
H 4.770 -1.653 1.293
H 4.535 -0.383 2.475
H 3.448 -3.803 0.158
H 3.861 -2.231 -0.520
H 2.434 -3.073 -1.094
C 0.329 -1.336 -4.978
C -0.006 -1.758 -3.568
N -1.272 -1.509 -3.167
O 0.843 -2.277 -2.839
H -0.423 -1.680 -5.689
H 1.307 -1.723 -5.249
H 0.332 -0.243 -4.983
H -1.690 -0.699 -3.613
H -1.449 -1.483 -2.163
```

Mulliken atomic charge list, values in e, 4 entries: 0.776, -0.589, -0.330, -0.860


Record 6
This record from OMol25 describes a single C4H9NO2 molecule at a distorted geometry. The level of theory is wB97M-V/def2-TZVPD.

For the maximum force, the calculation gives 2.5 eV/A. The SMILES is [H]/N=C(/O)CCCO. The calculation puts the energy relative to the best compared isomer or geometry (same formula, charge and spin) at 47.72 kcal/mol. Its frontier orbital gap is 11.00 eV. Its molar mass is 103.12 g/mol.

Geometry as XYZ:
```
16
C4H9NO2 (wB97M-V/def2-TZVPD)
H -2.328 -0.424 0.924
N -1.666 0.162 1.395
C -0.802 0.892 0.766
O -0.246 1.680 1.666
C -0.382 0.884 -0.678
C 0.972 0.184 -0.908
C 0.959 -1.320 -0.621
O 0.859 -1.644 0.748
H -0.951 1.168 2.335
H -1.162 0.375 -1.259
H -0.323 1.918 -1.036
H 1.257 0.337 -1.958
H 1.740 0.663 -0.289
H 0.157 -1.797 -1.214
H 1.905 -1.757 -0.958
H 0.011 -1.322 1.088
```

Mulliken atomic charge list, values in e, 4 entries: 0.196, -0.788, 0.426, -0.574


Question: What is the formula in the first record?
Answer: C2H4N2S